[1]
The following is a DFT calculation (ωB97M-V/def2-TZVPD) of a single C2H2N2O2 molecule at a distorted geometry.

The value obtained for the LUMO energy is -0.003 hartree. The calculation puts the HOMO-LUMO gap at 11.93 eV. Its SMILES is N#CC[N+](=O)[O-]. The energy relative to the best compared isomer or geometry (same formula, charge and spin) is 426.93 kJ/mol. As for the highest occupied orbital energy: -12.01 eV.

Element x y z (Å)
N  -0.6966  -2.2345  -0.9548
C  -0.4214  -1.1783  -0.6291
C  0.3614  0.0818  -0.3754
N  -0.1183  0.7998  0.8815
O  0.3644  0.4852  1.9067
O  -1.0065  1.5606  0.7468
H  1.2879  -0.2975  -0.2244
H  0.2291  0.7828  -1.3513

Atoms 1-3, force components in eV/Å:
N -0.6821 -0.9071 -0.1849
C 1.0732 1.8587 0.3816
C -3.9144 1.1917 -2.8432

=====

[2]
The following is a DFT calculation (ωB97M-V/def2-TZVPD) of C34H34GeInN6O6S2 as an isolated structure.

The value obtained for the LUMO energy is 0.092 hartree. As for the net charge: -1. The calculation puts the HOMO-LUMO gap at 7.58 eV. The energy relative to the best compared isomer or geometry (same formula, charge and spin) is 0.00 kJ/mol. As for the highest occupied orbital energy: -5.08 eV.

Element x y z (Å)
In  -0.4843  -0.1297  -0.2274
N  1.6397  -4.7651  -6.7339
C  1.7064  -3.9725  -5.5815
C  0.6254  -3.9224  -4.6999
C  0.7005  -3.1787  -3.5373
C  1.8649  -2.4771  -3.2499
C  2.9439  -2.5142  -4.1164
C  2.8683  -3.2649  -5.2773
S  1.9430  -1.5190  -1.7706
O  3.3079  -1.0873  -1.6101
O  1.3530  -2.3033  -0.7083
N  0.8836  -0.3095  -1.9776
C  0.9819  0.5714  -3.0143
N  -0.0732  1.3940  -3.1579
C  0.0016  2.2922  -4.1208
C  1.0881  2.3919  -4.9802
C  2.0933  1.4627  -4.7795
N  2.0652  0.5595  -3.8108
H  0.7023  -4.9299  -7.0655
H  2.2472  -4.4626  -7.4790
H  -0.2797  -4.4729  -4.9305
H  -0.1413  -3.1261  -2.8574
H  3.8281  -1.9420  -3.8727
H  3.7115  -3.3029  -5.9580
H  -0.8489  2.9624  -4.2119
H  1.1361  3.1332  -5.7645
H  2.9717  1.4434  -5.4190
O  1.6223  0.5067  0.7319
N  2.1225  1.5541  0.1226
C  3.4535  1.5825  -0.1045
C  4.0467  2.6505  -0.7236
C  3.2480  3.7117  -1.1470
C  1.8905  3.6560  -0.9374
C  1.2959  2.5622  -0.2937
S  -0.3956  2.4275  -0.0260
H  3.9668  0.6941  0.2248
H  5.1136  2.6355  -0.8908
H  3.6862  4.5631  -1.6514
H  1.2324  4.4449  -1.2724
C  -2.0329  -3.0384  1.6241
Ge  -1.0363  -1.3771  1.9679
C  0.4993  -1.8627  3.1028
C  0.2947  -2.0598  4.4689
C  1.3440  -2.4087  5.3091
C  2.6217  -2.5628  4.7896
C  2.8402  -2.3690  3.4326
C  1.7889  -2.0203  2.5942
C  -2.1935  -0.3064  3.1600
C  -3.4584  -0.7453  3.4503
C  -4.3434  0.0072  4.2559
C  -3.9504  1.2040  4.7746
C  -2.6485  1.7027  4.5152
C  -2.2166  2.9436  5.0463
C  -0.9610  3.4148  4.7886
C  -0.0789  2.6668  3.9805
C  -0.4697  1.4690  3.4534
C  -1.7651  0.9446  3.7057
H  -2.2757  -3.5475  2.5593
H  -1.4120  -3.6925  1.0119
H  -2.9496  -2.8323  1.0705
H  -0.6981  -1.9234  4.8866
H  1.1664  -2.5533  6.3687
H  3.4459  -2.8276  5.4419
H  3.8371  -2.4849  3.0232
H  1.9679  -1.8654  1.5390
H  -3.8068  -1.6878  3.0431
H  -5.3391  -0.3721  4.4550
H  -4.6226  1.7910  5.3912
H  -2.9046  3.5132  5.6620
H  -0.6415  4.3658  5.1977
H  0.9099  3.0518  3.7642
H  0.2141  0.9196  2.8180
C  -3.6927  2.9642  -1.1098
C  -4.2778  2.0798  -0.0230
O  -3.3158  1.6305  0.9185
H  -4.4677  3.2597  -1.8211
H  -2.9055  2.4268  -1.6377
H  -3.2608  3.8708  -0.6777
H  -4.6857  1.1701  -0.4629
H  -5.0949  2.5994  0.4960
H  -2.8759  2.3861  1.3245
O  -1.6609  -2.0222  -1.5479
N  -2.5799  -1.2565  -1.8368
O  -2.4269  -0.0851  -1.3945

Atoms 1-3, force components in eV/Å:
In -0.0218 -0.0510 0.0830
N 0.0052 0.0081 -0.0003
C -0.0149 -0.0092 0.0003

=====

[3]
The following is a DFT calculation (ωB97M-V/def2-TZVPD) of C43H72BN7O4PbS4Si as an isolated structure.

The value obtained for the LUMO energy is -0.011 hartree. The calculation puts the HOMO-LUMO gap at 5.69 eV. The energy relative to the best compared isomer or geometry (same formula, charge and spin) is 209.30 kJ/mol. As for the highest occupied orbital energy: -5.99 eV.

Element x y z (Å)
Pb  -1.8715  0.2635  0.8494
C  2.0651  1.4187  -3.1792
C  2.2030  0.8330  -1.8024
C  3.2818  1.1563  -1.0461
C  3.3804  0.6529  0.2545
N  2.4297  -0.0731  0.7629
N  1.3264  -0.3611  0.0473
B  0.2639  -1.0484  0.9380
N  0.7967  -1.1826  2.4441
N  1.0111  -2.4620  2.7678
C  1.4588  -2.7767  3.9496
C  1.7591  -1.7887  4.8929
C  1.5487  -0.4819  4.5844
C  1.8731  0.5832  5.5950
C  1.0256  -0.1776  3.2968
S  0.7549  1.4890  2.8636
C  1.6245  -4.2556  4.2588
C  0.6166  -4.6182  5.3578
C  3.0540  -4.5082  4.7530
C  1.3570  -5.1114  3.0206
N  0.0480  -2.5012  0.4432
N  1.0013  -2.9076  -0.4151
C  0.9071  -4.0746  -0.9724
C  -0.1595  -4.9439  -0.6429
C  -1.0922  -4.5689  0.2603
C  -2.2015  -5.4861  0.6633
C  -0.9987  -3.2554  0.8432
S  -2.1137  -2.6775  1.9766
C  1.9626  -4.4471  -2.0087
C  1.2894  -4.4536  -3.3883
C  3.1036  -3.4305  -2.0138
C  2.5293  -5.8398  -1.7040
C  1.2060  -0.0081  -1.2359
S  -0.0709  -0.3285  -2.4208
C  4.5986  0.9259  1.1264
C  5.8175  0.2667  0.4653
C  4.8092  2.4420  1.2189
C  4.4139  0.3626  2.5363
H  2.8959  2.0975  -3.3732
H  1.1258  1.9672  -3.2438
H  2.0521  0.6551  -3.9592
H  4.0403  1.8182  -1.4466
H  2.1432  -2.0593  5.8698
H  2.2589  0.1245  6.5057
H  0.9899  1.1706  5.8389
H  2.6132  1.2847  5.2107
H  0.8154  -4.0691  6.2834
H  0.6761  -5.6868  5.5808
H  -0.4037  -4.3896  5.0380
H  3.2652  -3.9869  5.6900
H  3.7900  -4.1861  4.0107
H  3.1971  -5.5766  4.9307
H  0.3233  -5.0086  2.6801
H  1.5411  -6.1595  3.2716
H  2.0027  -4.8286  2.1844
H  -0.2253  -5.9239  -1.1048
H  -2.1846  -6.3934  0.0582
H  -3.1688  -4.9897  0.5682
H  -2.1062  -5.7523  1.7193
H  0.8648  -3.4706  -3.6103
H  0.4829  -5.1909  -3.4350
H  2.0172  -4.7000  -4.1677
H  2.7442  -2.4286  -2.2626
H  3.8479  -3.7312  -2.7569
H  3.5885  -3.3714  -1.0352
H  1.7748  -6.6231  -1.8035
H  2.9338  -5.8861  -0.6893
H  3.3376  -6.0740  -2.4017
H  5.9558  0.6097  -0.5631
H  5.7093  -0.8212  0.4469
H  6.7221  0.5123  1.0270
H  5.0437  2.8839  0.2468
H  5.6443  2.6565  1.8904
H  3.9166  2.9374  1.6116
H  4.2152  -0.7121  2.5250
H  3.5745  0.8490  3.0464
H  5.3244  0.5469  3.1123
C  -4.9622  0.1730  -2.7362
C  -3.6447  0.6565  -3.3206
C  -3.8916  1.5093  -4.5596
C  -2.7577  -0.5313  -3.7061
O  -2.9891  1.3482  -2.2840
Si  -2.0948  2.7294  -2.0918
S  -0.6887  2.3918  -0.6185
O  -1.5060  3.1111  -3.5979
C  -1.1663  4.3882  -4.1735
C  -0.3248  4.1067  -5.4060
C  -0.3921  5.2413  -3.1739
C  -2.4559  5.0832  -4.5948
O  -3.1530  3.9489  -1.7863
C  -3.8346  4.3934  -0.6104
C  -2.8952  5.2761  0.1991
C  -4.2892  3.1919  0.2091
C  -5.0263  5.1951  -1.1011
H  -5.4694  -0.5205  -3.4136
H  -5.6185  1.0281  -2.5632
H  -4.7965  -0.3128  -1.7716
H  -4.4650  0.9387  -5.2968
H  -2.9554  1.8381  -5.0108
H  -4.4676  2.3969  -4.2868
H  -3.2943  -1.1800  -4.4001
H  -3.1507  -1.8279  -2.0986
H  -1.8626  -0.1601  -4.2018
H  0.6214  3.6458  -5.1366
H  -0.1115  5.0355  -5.9411
H  -0.8606  3.4321  -6.0784
H  0.4625  4.6866  -2.7768
H  -1.0241  5.5317  -2.3295
H  -0.0307  6.1493  -3.6641
H  -2.9559  4.5137  -5.3834
H  -2.2420  6.0864  -4.9757
H  -3.1331  5.1670  -3.7425
H  -1.9708  4.7358  0.4166
H  -3.3638  5.5709  1.1429
H  -2.6482  6.1817  -0.3622
H  -3.4310  2.6509  0.6218
H  -4.8568  2.4955  -0.4140
H  -4.9220  3.5191  1.0383
H  -4.6874  6.0091  -1.7469
H  -5.5774  5.6229  -0.2587
H  -5.7042  4.5558  -1.6735
N  -2.3826  -1.3255  -2.5186
C  -1.3285  -1.2580  -1.7373
C  -1.7131  1.5432  5.1314
O  -1.6943  0.8071  3.9184
C  -1.1798  1.4551  2.7789
C  -1.4978  2.9420  2.7381
H  -0.7536  2.0323  5.3191
H  -1.9122  0.8294  5.9287
H  -2.4961  2.3037  5.1278
H  -1.0545  3.5240  3.5570
H  -2.5855  3.0632  2.7915
H  -1.1626  3.3606  1.7898

Atoms 1-3, force components in eV/Å:
Pb -0.1672 -0.2198 0.0239
C 0.0096 -0.0855 0.0100
C -0.1379 -0.0304 -0.4228